Density functional theory data (ωB97M-V/def2-TZVPD) for 2 unconnected molecules or ions with the total composition CH2N4O5.

The LUMO energy is -0.5 eV. As for the charge: 0. The value obtained for the molar mass is 150.1 g/mol. Its frontier orbital gap is 10.7 eV.

XYZ file:
```
12
Properties=species:S:1:pos:R:3:nbo_charge:R:1
O 0.51 -2.29 0.29 -0.51
H -0.18 -1.88 0.93 0.52
N 1.29 -0.28 0.53 -0.23
O 0.77 1.45 -0.59 -0.39
N -2.82 1.40 -0.41 -0.74
O -2.20 -0.52 0.71 -0.54
N 1.59 1.01 0.21 0.62
N 1.40 -1.28 -0.14 0.60
O 2.41 1.67 0.75 -0.30
H -2.52 1.82 -1.28 0.42
C -2.36 0.41 0.04 0.86
O 2.12 -1.51 -1.05 -0.33
```

=====

Density functional theory data (ωB97M-V/def2-TZVPD) for a single CH2N4S molecule.

The LUMO energy is -0.7 eV. As for the charge: 0. The value obtained for the molar mass is 102.1 g/mol. Its frontier orbital gap is 8.0 eV. Its SMILES is S=c1nn[nH][nH]1.

XYZ file:
```
8
Properties=species:S:1:pos:R:3:nbo_charge:R:1
N -0.99 0.80 -0.75 -0.25
N -0.92 -0.40 -1.08 0.05
C -0.07 1.04 0.27 0.13
N 0.63 -0.26 0.45 -0.43
N -0.01 -1.09 -0.38 -0.25
H 0.58 -0.77 1.47 0.42
H 0.40 -1.94 -0.72 0.42
S 0.37 2.61 0.74 -0.09
```

=====

Density functional theory data (ωB97M-V/def2-TZVPD) for a gas-phase ion, CH2N5O2S (charge -1).

The LUMO energy is 3.7 eV. As for the charge: -1. The value obtained for the molar mass is 148.1 g/mol. Its frontier orbital gap is 9.4 eV. Its SMILES is N[S@](=O)([O-])=C1N=NN=N1.

XYZ file:
```
11
Properties=species:S:1:pos:R:3:nbo_charge:R:1
O 0.89 -1.75 -1.25 -0.96
H 2.41 0.13 -0.58 0.38
N 1.90 0.01 0.28 -1.06
N -2.14 -0.25 -0.25 -0.30
S 0.63 -1.10 0.02 2.27
N -1.75 1.84 0.11 -0.17
O 0.57 -1.97 1.16 -0.93
C -0.73 0.00 -0.03 -0.16
H 1.43 0.88 0.50 0.41
N -2.65 0.93 -0.14 -0.12
N -0.55 1.29 0.18 -0.36
```

=====

Density functional theory data (ωB97M-V/def2-TZVPD) for a gas-phase ion, CH2N5S (charge -1).

The LUMO energy is 3.8 eV. As for the charge: -1. The value obtained for the molar mass is 116.1 g/mol. Its frontier orbital gap is 7.3 eV. Its SMILES is Nn1nnnc1[S-].

XYZ file:
```
9
Properties=species:S:1:pos:R:3:nbo_charge:R:1
C 0.84 0.70 0.24 0.13
N -1.55 0.01 -0.04 -0.64
H -1.77 -0.83 -0.48 0.35
S 0.36 2.31 0.20 -0.48
N 1.96 -0.04 0.36 -0.38
H -1.73 0.89 -0.62 0.39
N 1.65 -1.33 0.22 -0.10
N 0.38 -1.48 0.05 -0.17
N -0.14 -0.23 0.06 -0.09
```

=====

Density functional theory data (ωB97M-V/def2-TZVPD) for a molecular structure, CH2NO2S2.

The LUMO energy is 3.6 eV. As for the charge: -1. The value obtained for the molar mass is 124.2 g/mol. Its frontier orbital gap is 8.1 eV.

XYZ file:
```
8
Properties=species:S:1:pos:R:3:nbo_charge:R:1
S -2.28 1.44 -2.09 -0.29
O 0.79 0.08 1.35 -1.07
C -0.94 1.48 -1.26 0.19
O 1.00 -1.41 -0.53 -1.01
N -0.40 1.05 -0.33 -0.51
H 0.26 -2.07 1.49 -0.07
H 0.28 0.88 0.46 0.45
S 1.29 -1.45 0.91 1.31
```

=====

Density functional theory data (ωB97M-V/def2-TZVPD) for 2 unconnected molecules or ions with the total composition CH2NO3S.

The LUMO energy (spin up / spin down) is 4.2 / 4.2 eV. As for the charge: -1. The value obtained for the molar mass is 108.1 g/mol. Its frontier orbital gap (spin up / spin down) is 8.0 / 8.0 eV.

XYZ file:
```
8
Properties=species:S:1:pos:R:3:nbo_charge:R:1
O 3.27 0.00 0.04 -1.00
N 1.14 -1.07 -0.24 -0.33
H -1.50 0.36 1.20 0.09
O -0.74 1.21 -0.46 -0.70
H -2.37 0.08 -0.47 0.09
O -0.18 -1.23 -0.20 -0.53
S 1.77 0.31 0.07 1.11
C -1.39 0.33 0.07 0.28
```

=====

Density functional theory data (ωB97M-V/def2-TZVPD) for 2 unconnected molecules or ions with the total composition CH2NO3S.

The LUMO energy (spin up / spin down) is 0.9 / 0.9 eV. As for the charge: -1. The value obtained for the molar mass is 108.1 g/mol. Its frontier orbital gap (spin up / spin down) is 4.2 / 4.3 eV.

XYZ file:
```
8
Properties=species:S:1:pos:R:3:nbo_charge:R:1
N -0.22 -1.24 0.46 -0.98
H 0.07 -0.82 -0.44 0.27
H -0.48 1.07 0.32 0.45
O -0.27 0.98 1.19 -0.79
O -0.67 -0.78 2.59 -0.74
O 0.74 1.32 -2.65 -0.67
C -0.35 -0.43 1.48 0.80
S 1.18 -0.10 -2.95 0.66
```

=====

Density functional theory data (ωB97M-V/def2-TZVPD) for a molecular structure, CH2NOS2.

The LUMO energy is 3.6 eV. As for the charge: -1. The value obtained for the molar mass is 108.2 g/mol. Its frontier orbital gap is 6.7 eV.

XYZ file:
```
7
Properties=species:S:1:pos:R:3:nbo_charge:R:1
O 2.00 1.46 0.03 -0.64
C 2.73 0.48 0.05 0.34
S 4.24 -0.10 -0.12 -0.28
H -0.02 0.39 -0.07 0.36
H 0.09 -0.31 1.40 0.34
S 1.34 -1.43 0.18 -0.13
N -0.11 -0.55 0.45 -1.00
```

=====

Density functional theory data (ωB97M-V/def2-TZVPD) for a gas-phase ion, CH2O (charge -1).

The LUMO energy (spin up / spin down) is 5.5 / 5.4 eV. As for the charge: -1. Its expectation value of S² is 0.754. The value obtained for the molar mass is 30.0 g/mol. Its frontier orbital gap (spin up / spin down) is 4.9 / 7.7 eV. The multiplicity is 2.

XYZ file:
```
4
Properties=species:S:1:pos:R:3:lowdin_spin:R:1
C -0.10 -0.05 -0.06 0.49
H -0.07 -0.75 0.81 0.07
H 0.60 -0.38 -0.86 0.07
O -0.43 1.17 0.11 0.37
```

=====

Density functional theory data (ωB97M-V/def2-TZVPD) for a single CH2O molecule.

The LUMO energy is 0.6 eV. As for the charge: 0. The value obtained for the molar mass is 30.0 g/mol. Its frontier orbital gap is 10.9 eV. Its SMILES is C=O.

XYZ file:
```
4
Properties=species:S:1:pos:R:3:nbo_charge:R:1
H 0.72 -0.43 -0.70 0.10
O 0.09 -0.26 1.18 -0.49
H -0.77 0.64 -0.47 0.12
C -0.04 0.06 -0.01 0.27
```

=====

Density functional theory data (ωB97M-V/def2-TZVPD) for a single CH2O2 molecule.

The LUMO energy is 0.5 eV. As for the charge: 0. The value obtained for the molar mass is 46.0 g/mol. Its frontier orbital gap is 11.5 eV. Its SMILES is O=CO.

XYZ file:
```
5
Properties=species:S:1:pos:R:3:nbo_charge:R:1
H -0.09 1.39 -0.08 0.09
C 0.12 0.39 0.02 0.63
O -1.00 -0.30 -0.02 -0.65
O 1.14 -0.21 0.00 -0.54
H -1.70 0.39 0.09 0.47
```

=====

Density functional theory data (ωB97M-V/def2-TZVPD) for 2 unconnected molecules or ions with the total composition CH2O2S.

The LUMO energy (spin up / spin down) is -2.3 / -2.3 eV. As for the charge: 0. The value obtained for the molar mass is 78.1 g/mol. Its frontier orbital gap (spin up / spin down) is 5.5 / 5.7 eV.

XYZ file:
```
6
Properties=species:S:1:pos:R:3:nbo_charge:R:1
H -0.89 0.22 -0.74 0.48
O -1.71 -0.19 -0.52 -0.86
C 1.75 -1.90 0.33 0.48
H 2.22 -2.40 1.15 0.18
S -1.37 -1.57 0.37 0.12
O 2.20 -1.04 -0.30 -0.40
```

=====

Density functional theory data (ωB97M-V/def2-TZVPD) for a molecular structure, CH2O2S.

The LUMO energy (spin up / spin down) is -0.5 / -0.8 eV. As for the charge: 0. Its expectation value of S² is 2.011. The value obtained for the molar mass is 78.1 g/mol. Its frontier orbital gap (spin up / spin down) is 8.4 / 9.3 eV. The multiplicity is 3.

XYZ file:
```
6
Properties=species:S:1:pos:R:3:lowdin_spin:R:1
O -2.49 -0.80 0.00 1.69
H 0.14 -1.27 -0.30 0.00
O 1.52 0.23 -0.02 0.02
H 1.47 1.15 0.17 0.01
C 0.29 -0.20 0.09 0.02
S -0.93 0.89 0.05 0.26
```

=====

Density functional theory data (ωB97M-V/def2-TZVPD) for a single CH2O2S2 molecule.

The LUMO energy is -0.4 eV. As for the charge: 0. The value obtained for the molar mass is 110.2 g/mol. Its frontier orbital gap is 9.3 eV. Its SMILES is OOC(=S)S.

XYZ file:
```
7
Properties=species:S:1:pos:R:3:nbo_charge:R:1
O 1.75 0.96 0.15 -0.42
H 2.02 0.16 -0.23 0.47
H -2.41 -0.86 -0.56 0.16
C -0.28 -0.11 0.10 -0.04
S -2.01 0.25 0.09 0.10
S 0.54 -1.54 0.21 -0.05
O 0.39 1.13 0.24 -0.23
```

=====

Density functional theory data (ωB97M-V/def2-TZVPD) for a single CH2O2S4 molecule.

The LUMO energy (spin up / spin down) is -1.8 / -2.4 eV. As for the charge: 0. The value obtained for the molar mass is 174.3 g/mol. Its frontier orbital gap (spin up / spin down) is 7.4 / 6.7 eV.

XYZ file:
```
9
Properties=species:S:1:pos:R:3:nbo_charge:R:1
H 1.10 -1.11 -0.36 0.30
C 0.17 -1.21 -0.94 -0.77
O -1.87 2.25 1.58 -0.76
O 1.75 0.58 0.66 -0.93
S -0.51 0.47 -1.16 0.03
S 0.69 1.51 0.29 0.96
S -0.76 1.39 1.99 0.78
H 0.38 -1.58 -1.94 0.25
S -0.95 -2.31 -0.12 0.15
```

=====

Density functional theory data (ωB97M-V/def2-TZVPD) for 2 unconnected molecules or ions with the total composition CH2O3.

The LUMO energy is 0.1 eV. As for the charge: 0. The value obtained for the molar mass is 62.0 g/mol. Its frontier orbital gap is 11.6 eV.

XYZ file:
```
6
Properties=species:S:1:pos:R:3:nbo_charge:R:1
O -1.86 -0.53 0.63 -0.23
C -0.90 -0.32 1.43 0.49
H 1.23 0.01 -1.37 0.47
O 1.06 0.97 -1.09 -0.94
O -1.42 -1.55 1.62 -0.26
H 1.90 1.41 -1.22 0.47
```

=====

Density functional theory data (ωB97M-V/def2-TZVPD) for a single CH2O3 molecule.

The LUMO energy (spin up / spin down) is -2.9 / -2.8 eV. As for the charge: 0. The value obtained for the molar mass is 62.0 g/mol. Its frontier orbital gap (spin up / spin down) is 7.2 / 7.3 eV.

XYZ file:
```
6
Properties=species:S:1:pos:R:3:nbo_charge:R:1
H -1.13 0.01 0.90 0.22
O 0.12 1.21 0.03 -0.52
H -0.81 -0.17 -1.06 0.23
O 1.68 -0.26 0.02 -0.05
O 0.60 -0.92 0.07 -0.03
C -0.45 0.13 0.04 0.14
```

=====

Density functional theory data (ωB97M-V/def2-TZVPD) for 2 unconnected molecules or ions with the total composition CH2O3S.

The LUMO energy is -1.5 eV. As for the charge: 0. The value obtained for the molar mass is 94.1 g/mol. Its frontier orbital gap is 8.9 eV.

XYZ file:
```
7
Properties=species:S:1:pos:R:3:nbo_charge:R:1
O 1.78 0.43 1.49 -0.82
H -0.62 -0.65 0.49 0.09
S 2.17 0.06 0.16 1.64
O 2.17 1.11 -0.84 -0.81
O -1.98 -1.17 -1.02 -0.48
C -1.52 -0.44 -0.22 0.29
H -1.99 0.66 -0.06 0.10
```

=====

Density functional theory data (ωB97M-V/def2-TZVPD) for a single CH2O3S2 molecule.

The LUMO energy is 0.0 eV. As for the charge: 0. The value obtained for the molar mass is 126.2 g/mol. Its frontier orbital gap is 9.0 eV.

XYZ file:
```
8
Properties=species:S:1:pos:R:3:nbo_charge:R:1
H 1.64 1.98 -0.64 0.21
H -0.53 -1.97 -0.56 0.49
S 1.84 0.47 1.19 -0.08
O -2.38 -0.54 -0.29 -0.87
S -1.24 -0.32 0.47 1.77
O -0.26 -1.68 0.37 -0.84
O -0.16 0.88 -0.48 -0.70
C 1.08 1.19 -0.05 0.03
```

=====

Density functional theory data (ωB97M-V/def2-TZVPD) for a single CH2O3S2 molecule.

The LUMO energy is -0.4 eV. As for the charge: 0. The value obtained for the molar mass is 126.2 g/mol. Its frontier orbital gap is 8.9 eV.

XYZ file:
```
8
Properties=species:S:1:pos:R:3:nbo_charge:R:1
H -0.01 -0.40 -2.02 0.55
H 0.10 1.30 1.63 0.19
S 1.28 2.17 -0.12 0.01
S -0.41 -1.50 -0.04 1.79
O 0.80 -0.34 0.46 -0.74
C 0.61 0.97 0.72 0.01
O -0.73 -0.69 -1.32 -0.93
O -1.64 -1.50 0.68 -0.87
```